The following is a DFT calculation (the ωB97M-V functional and the def2-TZVPD basis) of C31H32MoN5O5S as an isolated structure in a non-equilibrium geometry.

Output
Kohn-Sham gap (spin up / spin down) = 4.97 / 4.97 eV
net charge = +3

Positions of all 75 atoms, in Å:
Mo1 0.12 -0.56 -0.57
C1 -6.85 -1.36 -1.91
C2 -5.50 -0.91 -1.47
C3 -5.20 0.43 -1.28
C4 -3.95 0.86 -0.80
C5 -3.82 2.25 -0.53
N1 -3.20 2.81 0.47
C6 -2.67 2.18 1.65
C7 -1.16 2.39 1.79
C8 -0.65 2.17 3.22
N2 -1.01 0.90 3.82
C9 -0.18 -0.09 4.06
C10 1.14 -0.25 3.49
C11 2.24 -0.29 4.36
C12 3.54 -0.43 3.90
C13 4.69 -0.35 4.84
C14 3.73 -0.73 2.55
C15 2.67 -0.79 1.65
C16 2.84 -1.40 0.36
N3 1.93 -1.49 -0.56
C17 2.21 -2.41 -1.66
C18 0.95 -3.20 -2.06
C19 -0.01 -3.44 -0.88
N4 -0.88 -2.29 -0.70
C20 -2.17 -2.47 -0.88
C21 -3.17 -1.46 -0.92
C22 -4.49 -1.84 -1.26
C23 -2.88 -0.09 -0.67
O1 -1.67 0.33 -0.44
C24 1.36 -0.43 2.10
O2 0.40 -0.44 1.19
H1 -7.54 -0.52 -2.02
H2 -7.28 -2.06 -1.20
H3 -6.77 -1.87 -2.87
H4 -5.97 1.17 -1.45
H5 -4.35 2.92 -1.20
H6 -3.18 3.83 0.50
H7 -2.90 1.11 1.62
H8 -3.18 2.63 2.51
H9 -0.91 3.42 1.52
H10 -0.63 1.72 1.10
H11 -1.07 2.95 3.87
H12 0.44 2.26 3.23
H13 -1.91 0.87 4.28
H14 -0.48 -0.80 4.82
H15 2.07 -0.14 5.41
H16 4.45 0.26 5.71
H17 5.57 0.06 4.35
H18 4.94 -1.35 5.20
H19 4.73 -0.95 2.20
H20 3.80 -1.90 0.21
H21 3.00 -3.11 -1.36
H22 2.58 -1.85 -2.52
H23 1.26 -4.16 -2.47
H24 0.40 -2.67 -2.84
H25 0.55 -3.60 0.05
H26 -0.60 -4.34 -1.08
H27 -2.52 -3.49 -1.05
H28 -4.71 -2.88 -1.40
O3 3.22 0.42 -4.74
S1 1.81 0.62 -5.56
O4 1.98 2.14 -5.00
N5 0.76 -0.03 -4.55
C25 0.95 0.26 -3.26
O5 0.23 -0.31 -2.32
C26 1.97 1.13 -2.85
C27 2.21 1.52 -1.52
C28 3.27 2.31 -1.21
C29 4.15 2.76 -2.25
C30 3.97 2.45 -3.55
C31 2.84 1.60 -3.97
H29 1.45 1.19 -0.75
H30 3.46 2.63 -0.19
H31 4.99 3.38 -1.97
H32 4.62 2.80 -4.32

The following is a DFT calculation (the ωB97M-V functional and the def2-TZVPD basis) of C31H32N8O6PbS3 as an isolated structure in a non-equilibrium geometry.

Output
Kohn-Sham gap = 6.79 eV

Positions of all 81 atoms, in Å:
Pb1 -1.00 0.14 -0.73
O1 0.00 -2.81 2.07
C1 1.28 -3.24 2.31
C2 1.49 -4.34 3.10
C3 2.76 -4.80 3.39
C4 3.88 -4.29 2.70
C5 3.60 -3.29 1.80
C6 2.34 -2.79 1.56
C7 2.11 -1.74 0.53
O2 1.05 -1.02 0.50
N1 3.02 -1.74 -0.45
N2 2.77 -0.76 -1.32
C8 2.68 -0.71 -2.60
C9 2.41 0.61 -2.97
C10 1.82 1.24 -4.10
C11 1.36 2.51 -3.96
C12 1.48 3.19 -2.72
C13 2.04 2.64 -1.62
C14 2.47 1.34 -1.79
O3 2.81 0.49 -0.79
H1 0.13 -2.02 1.49
H2 0.62 -4.70 3.59
H3 2.89 -5.56 4.12
H4 4.91 -4.72 2.85
H5 4.38 -2.84 1.28
H6 2.56 -1.69 -3.07
H7 1.84 0.72 -5.05
H8 1.02 3.02 -4.84
H9 1.16 4.24 -2.60
H10 2.11 3.20 -0.68
N3 -3.46 -0.03 -0.75
C15 -4.15 -0.39 -1.97
C16 -4.19 0.78 -2.90
C17 -2.89 1.00 -3.69
N4 -1.70 1.38 -2.93
H11 -3.46 -0.73 0.01
H12 -3.95 0.76 -0.28
H13 -5.21 -0.54 -1.72
H14 -3.80 -1.26 -2.52
H15 -4.50 1.66 -2.37
H16 -4.95 0.52 -3.69
H17 -3.11 1.82 -4.41
H18 -2.68 0.03 -4.23
H19 -1.88 2.30 -2.41
H20 -0.92 1.64 -3.46
O4 -1.91 -2.12 -0.38
N5 -1.18 -3.23 -0.59
C18 -1.43 -4.29 0.22
C19 -0.73 -5.43 0.13
C20 0.27 -5.53 -0.88
C21 0.41 -4.48 -1.74
C22 -0.29 -3.31 -1.66
S1 -0.37 -2.08 -2.84
H21 -2.22 -4.09 0.91
H22 -0.85 -6.32 0.77
H23 0.89 -6.45 -0.96
H24 1.23 -4.51 -2.48
N6 3.44 2.15 4.99
C23 2.21 2.23 4.35
C24 1.42 3.37 4.31
C25 0.29 3.36 3.51
C26 -0.10 2.21 2.87
C27 0.55 0.99 3.08
C28 1.74 1.05 3.77
S2 -1.66 2.10 2.07
O5 -1.96 0.66 2.07
O6 -2.56 2.93 2.84
N7 -1.44 2.59 0.58
C29 -2.03 3.75 0.09
S3 -2.86 4.84 1.10
C30 -3.12 5.82 -0.31
C31 -2.57 5.24 -1.40
N8 -1.95 4.05 -1.19
H25 4.05 2.98 4.96
H26 3.93 1.27 4.86
H27 1.77 4.28 4.84
H28 -0.36 4.25 3.44
H29 0.21 0.03 2.71
H30 2.28 0.07 3.89
H31 -3.66 6.75 -0.22
H32 -2.64 5.64 -2.40